Molecular formula: C26H24AsCl3GeIrN4OS3Se
Method: DFT, ωB97M-V/def2-TZVPD

## Properties
energy above the lowest of the compared OMol25 structures with the same formula, charge and spin = 15.51 kcal per mole
total charge = +1
spin multiplicity = 5
frontier orbital gap (alpha / beta) = 7.398 / 5.234 eV
expectation value of S² = 6.10
F_max = 1.1 eV/Å

Element x y z (Å)
Ir  0.697  1.283  0.491
O  2.696  0.134  1.069
N  2.732  -0.425  2.228
C  3.867  -1.080  2.593
C  3.965  -1.681  3.817
C  2.895  -1.617  4.717
C  1.751  -0.965  4.341
C  1.656  -0.369  3.075
S  0.213  0.405  2.585
H  4.651  -1.061  1.853
H  4.883  -2.193  4.072
H  2.971  -2.069  5.697
H  0.896  -0.887  5.000
S  -1.211  1.791  -2.762
C  -0.482  0.428  -3.491
C  -0.305  0.416  -4.890
C  0.251  -0.679  -5.522
C  0.646  -1.776  -4.771
C  0.489  -1.783  -3.386
C  -0.076  -0.704  -2.728
As  -0.160  -0.714  -0.771
C  0.698  -2.423  -0.438
C  -0.061  -3.594  -0.436
C  0.566  -4.828  -0.323
C  1.949  -4.901  -0.215
C  2.708  -3.739  -0.234
C  2.087  -2.501  -0.350
C  -1.993  -1.074  -0.276
C  -2.233  -1.644  0.974
C  -3.535  -1.826  1.417
C  -4.601  -1.440  0.612
C  -4.363  -0.886  -0.636
C  -3.060  -0.697  -1.081
H  -0.619  1.283  -5.456
H  0.384  -0.675  -6.597
H  1.083  -2.636  -5.263
H  0.822  -2.642  -2.825
H  -1.135  -3.543  -0.532
H  -0.029  -5.734  -0.325
H  2.435  -5.866  -0.131
H  3.789  -3.798  -0.167
H  2.677  -1.597  -0.398
H  -1.405  -1.957  1.598
H  -3.719  -2.272  2.387
H  -5.618  -1.575  0.962
H  -5.192  -0.592  -1.268
H  -2.881  -0.256  -2.052
C  -3.373  5.858  0.655
N  -3.113  4.452  0.914
C  -2.029  3.798  0.504
N  -1.137  4.469  -0.222
S  -1.865  2.143  0.885
H  -4.359  6.102  1.032
H  -3.358  6.067  -0.416
H  -2.646  6.498  1.159
H  -3.751  3.932  1.489
H  -1.166  5.472  -0.298
H  -0.298  4.012  -0.532
Cl  3.349  2.824  2.906
Ge  1.580  3.250  1.741
Cl  2.144  4.905  0.428
Cl  0.255  4.195  3.173
Se  3.859  2.764  -2.740
C  2.527  2.270  -1.754
N  1.601  1.947  -1.090

Here are the Löwdin charges for atoms 1 to 2, given in e: 0.56, -0.24

Molecular formula: C3H5N5
Method: DFT, ωB97M-V/def2-TZVPD

## Properties
energy above the lowest of the compared OMol25 structures with the same formula, charge and spin = 132.53 kcal per mole
total charge = 0
spin multiplicity = 1
frontier orbital gap (alpha / beta) = 7.991 / 7.991 eV
F_max = 4.1 eV/Å
SMILES = N=C=C/N=N\C=N\N

Element x y z (Å)
C  2.341  0.475  0.431
C  0.031  -0.536  1.643
C  1.583  0.510  -0.687
N  2.282  -0.164  1.556
N  1.249  -0.813  2.098
N  1.573  0.620  -1.902
N  -0.245  -0.086  0.493
N  -1.488  0.310  0.080
H  3.174  1.047  0.348
H  -0.734  -0.559  2.386
H  0.816  0.732  -2.531
H  -1.226  0.978  -0.582
H  -2.152  0.532  0.817

Here are the Löwdin charges for atoms 1 to 2, given in e: -0.20, -0.28

Molecular formula: C4H7NO
Method: DFT, ωB97M-V/def2-TZVPD

## Properties
energy above the lowest of the compared OMol25 structures with the same formula, charge and spin = 149.14 kcal per mole
total charge = 0
spin multiplicity = 1
frontier orbital gap = 9.258 eV
F_max = 2.2 eV/Å

Element x y z (Å)
O  1.195  -0.477  1.519
C  0.398  -0.168  0.430
C  -0.510  -1.070  -0.400
N  -0.957  0.285  -0.871
C  -0.797  0.777  0.536
C  0.917  0.555  -0.818
H  1.956  -0.985  1.211
H  -0.029  -1.697  -1.162
H  -1.319  -1.591  0.118
H  -0.596  1.851  0.597
H  -1.663  0.494  1.142
H  0.221  0.430  -1.713
H  1.183  1.596  -0.588

Here are the Löwdin charges for atoms 1 to 2, given in e: 0.03, -0.56

Molecular formula: C6H16AlN2O8P
Method: DFT, ωB97M-V/def2-TZVPD

## Properties
energy above the lowest of the compared OMol25 structures with the same formula, charge and spin = 122.38 kcal per mole
total charge = -2
spin multiplicity = 1
frontier orbital gap = 3.865 eV
F_max = 4.1 eV/Å

Element x y z (Å)
Al  0.735  -1.537  0.206
O  -0.382  0.212  -1.820
H  0.101  0.545  -2.601
O  1.943  -3.246  -1.622
H  1.337  -3.334  -2.383
P  2.218  -1.747  3.327
O  2.947  -0.631  4.202
O  2.876  -1.367  1.980
O  0.725  -1.968  2.994
O  3.273  -2.851  3.500
C  -2.990  -1.167  1.965
O  -2.009  -1.167  1.216
N  -4.264  -0.741  1.688
C  -5.315  -0.888  2.732
C  -4.726  -0.364  0.338
H  -2.840  -1.596  2.968
H  -5.033  -1.323  3.691
H  -6.029  -1.563  2.260
H  -5.864  0.043  2.874
H  -5.360  0.481  0.605
H  -3.922  0.035  -0.279
H  -5.241  -1.090  -0.292
C  3.035  0.595  -2.072
O  2.893  0.041  -0.948
N  3.140  1.941  -2.287
C  3.085  2.421  -3.652
C  3.240  2.956  -1.161
H  3.098  0.027  -3.013
H  3.094  1.567  -4.330
H  3.967  3.029  -3.851
H  2.225  3.091  -3.620
H  4.167  3.481  -1.391
H  2.419  3.657  -1.010
H  3.459  2.459  -0.215

Here are the Löwdin charges for atoms 1 to 2, given in e: 1.03, -0.61

Molecular formula: C6H10O2
Method: DFT, ωB97M-V/def2-TZVPD

## Properties
energy above the lowest of the compared OMol25 structures with the same formula, charge and spin = 160.94 kcal per mole
total charge = 0
spin multiplicity = 1
frontier orbital gap = 10.016 eV
F_max = 6.3 eV/Å
SMILES = C1C[C@@H]2CO[C@@H](C1)O2

Element x y z (Å)
C  -1.835  0.283  -0.111
C  -0.728  1.308  -0.531
C  0.720  1.096  0.277
C  1.836  0.158  -0.389
C  0.108  -0.886  0.096
C  -1.411  -1.311  -0.091
H  -2.617  0.216  -0.824
H  -2.223  0.657  0.972
H  -0.868  2.174  0.014
H  -0.745  1.709  -1.549
H  1.000  1.876  1.028
H  2.846  0.464  0.089
H  1.933  0.321  -1.442
H  0.128  -0.285  -0.838
H  -1.863  -1.837  0.777
H  -1.346  -1.708  -1.090
O  1.394  -1.129  -0.117
O  0.057  0.195  1.036

Here are the Löwdin charges for atoms 1 to 2, given in e: -0.14, -0.13

Molecular formula: C7H11AlCl16INP
Method: DFT, ωB97M-V/def2-TZVPD

## Properties
total charge = -1
spin multiplicity = 1
frontier orbital gap = 6.544 eV
F_max = 1.3 eV/Å

Element x y z (Å)
N  -1.794  4.201  1.346
P  -0.753  3.960  0.133
Al  -0.630  1.636  -0.452
C  0.971  0.942  0.595
C  0.949  -0.518  1.079
C  -0.171  -0.754  2.097
I  -1.257  -2.584  1.715
H  -2.235  3.307  1.552
H  0.524  4.424  0.539
H  -1.040  4.805  -0.973
H  -1.961  0.914  0.095
H  -0.514  1.406  -2.038
H  1.024  1.583  1.488
H  1.882  1.136  0.020
H  1.908  -0.729  1.563
H  0.834  -1.182  0.221
H  0.244  -0.933  3.088
H  -0.870  0.080  2.139
C  -1.229  -2.476  -3.778
Cl  -0.850  -0.899  -4.448
Cl  -2.841  -2.982  -4.323
Cl  -0.043  -3.660  -4.351
Cl  -1.242  -2.389  -2.010
C  3.044  -4.756  -1.122
Cl  2.713  -6.182  -2.119
Cl  1.642  -3.702  -1.122
Cl  3.410  -5.274  0.529
Cl  4.441  -3.897  -1.787
C  3.685  3.607  -1.425
Cl  4.931  4.763  -1.938
Cl  3.476  3.719  0.318
Cl  2.172  3.979  -2.248
Cl  4.200  1.973  -1.857
C  -4.917  -0.698  3.488
Cl  -5.362  -2.201  2.669
Cl  -3.827  0.231  2.476
Cl  -6.386  0.239  3.813
Cl  -4.130  -1.089  5.027

Here are the Löwdin charges for atoms 1 to 2, given in e: -0.44, 0.45